{
  "formula": "C7H10N2O",
  "method": "ωB97M-V/def2-TZVPD",
  "lumo_energy_ha": [0.02481, 0.00963],
  "charge": 0,
  "relative_energy_kcal_mol": 142.8,
  "multiplicity": 1,
  "gap_ev": [9.08, 7.37],
  "molar_mass_g_mol": 138.2,
  "elements": ["C", "C", "C", "C", "C", "C", "C", "N", "N", "O", "H", "H", "H", "H", "H", "H", "H", "H", "H", "H"],
  "xyz": [[-1.683, -0.334, 0.757], [-2.851, 1.252, -0.302], [-1.146, -0.059, -0.442], [0.732, -0.214, -2.049], [2.401, 1.398, 1.478], [0.064, -0.657, -1.006], [1.634, -2.081, 0.056], [-1.870, 1.005, -1.043], [-2.789, 0.443, 0.809], [0.412, -1.757, -0.306], [-1.416, -0.989, 1.513], [-3.565, 2.006, -0.529], [0.378, 0.642, -2.699], [1.676, -0.700, -2.264], [2.440, 2.189, 0.768], [1.684, 1.386, 2.151], [2.890, 0.418, 1.291], [1.903, -3.039, 0.563], [2.400, -1.474, -0.367], [-3.295, 0.564, 1.621]],
  "atomic_forces_ev_per_a": [[-0.7, 0.6, -1.3], [-0.4, -0.6, 1.9], [0.3, 1.2, -1.2], [0.4, 1.2, -1.4], [3.3, -1.6, -2.9], [-0.8, 1.0, -0.2], [2.1, -0.6, 0.4], [3.0, -1.8, -2.3], [-0.6, 0.8, -0.3], [-1.7, -1.4, 1.1], [0.4, -1.1, 1.1], [-0.7, 0.3, 0.4], [0.5, -1.2, 1.2], [-0.1, 0.0, -0.4], [0.2, 0.3, -0.4], [-3.3, 0.2, 3.2], [-0.2, 1.1, 0.0], [-1.0, 1.0, -0.6], [0.7, 0.3, -0.1], [-1.4, 0.3, 1.7]],
  "nbo_charge": [-0.054, 0.176, 0.009, -0.473, -0.472, 0.285, -0.097, -0.433, -0.521, -0.479, 0.224, 0.203, 0.240, 0.204, 0.164, 0.141, 0.162, 0.179, 0.142, 0.401]
}